*A*
Here is a cluster of 2 separate species, C3H10N2O in total from the OMol25 dataset. Energies are from wB97M-V/def2-TZVPD.

Computed properties:
- Gap between HOMO and LUMO: 10.1450 eV
- E_HOMO: -9.3 eV

```
! RIJCOSX wB97M-V def2-TZVPD def2/J DEFGRID3
* xyz 0 1
N 0.937 -1.877 1.806
C 1.508 -1.506 2.987
O 0.874 -1.272 3.984
H -0.071 -1.889 1.739
H 1.487 -2.017 0.976
H 2.601 -1.531 3.046
C -0.078 0.111 -1.136
C -0.825 1.472 -1.100
N -1.373 1.623 -2.479
H 0.127 -0.145 -0.091
H -0.603 -0.641 -1.715
H 0.939 0.222 -1.536
H -1.606 1.488 -0.332
H -0.211 2.345 -0.912
H -1.510 2.584 -2.743
H -2.194 1.034 -2.495
*
```



*B*
Here is a cluster of 2 separate species, C3H10N2O in total from the OMol25 dataset. Energies are from wB97M-V/def2-TZVPD.

Computed properties:
- Gap between HOMO and LUMO: 10.1302 eV
- E_HOMO: -9.4 eV

```
! RIJCOSX wB97M-V def2-TZVPD def2/J DEFGRID3
* xyz 0 1
C 0.830 1.034 1.610
C 0.880 0.055 0.439
N -0.432 -0.554 0.319
C -0.623 -1.438 -0.556
N 0.392 -2.082 -1.266
H 0.621 0.509 2.536
H -0.055 1.673 1.476
H 1.595 1.810 1.622
H 1.548 -0.710 0.779
H 1.172 0.541 -0.493
H -1.596 -1.835 -0.834
H 1.215 -1.589 -1.546
H 0.083 -2.930 -1.705
O -2.044 2.059 -0.492
H -2.228 2.083 -1.441
H -1.359 1.374 -0.449
*
```



*C*
Here is a structure of composition C3H10N2O from the OMol25 dataset. Energies are from wB97M-V/def2-TZVPD.

Computed properties:
- Gap between HOMO and LUMO: 7.5676 eV
- E_HOMO: -8.3 eV

```
! RIJCOSX wB97M-V def2-TZVPD def2/J DEFGRID3
* xyz 0 1
C -0.842 -0.219 0.186
C -1.836 -0.572 -0.904
C 0.856 -0.636 -0.753
O -0.920 1.013 0.607
H 0.180 1.543 1.079
H -0.773 -0.990 0.971
H -1.764 -1.618 -1.198
H -1.683 0.061 -1.777
H -2.840 -0.386 -0.516
H 0.474 -1.581 -1.126
H 1.896 -0.800 -0.505
H 0.808 0.140 -1.517
N 1.888 0.418 1.369
N 1.360 1.572 1.345
H 1.976 2.275 0.923
H 1.220 -0.221 1.816
*
```



Which structure wins on stability? *A* wins.



*A*
Here is a cluster of 2 separate species, C3H10N2O in total from the OMol25 dataset. Energies are from wB97M-V/def2-TZVPD.

Computed properties:
- Gap between HOMO and LUMO: 10.4829 eV
- E_HOMO: -9.5 eV

```
! RIJCOSX wB97M-V def2-TZVPD def2/J DEFGRID3
* xyz 0 1
N 0.777 0.692 1.664
C 1.905 1.438 1.563
O 2.724 1.280 0.688
H 0.586 -0.070 1.020
H 0.049 0.918 2.317
H 2.052 2.203 2.340
C -1.814 -0.048 -0.817
C -0.469 -0.500 -1.391
N 0.289 -1.380 -0.415
H -2.319 -0.873 -0.316
H -2.456 0.382 -1.580
H -1.589 0.742 -0.097
H 0.183 0.363 -1.489
H -0.655 -1.145 -2.250
H 1.012 -1.790 -1.002
H -0.276 -2.212 -0.236
*
```



*B*
Here is a cluster of 2 separate species, C3H10N2O in total from the OMol25 dataset. Energies are from wB97M-V/def2-TZVPD.

Computed properties:
- Gap between HOMO and LUMO: 8.2209 eV
- E_HOMO: -7.3 eV

```
! RIJCOSX wB97M-V def2-TZVPD def2/J DEFGRID3
* xyz 0 1
C -0.424 -2.051 -0.348
C 0.000 -0.683 0.069
N 1.039 -0.072 -0.681
C -0.450 -0.121 1.196
N -0.133 1.155 1.659
H -0.578 -2.146 -1.423
H -1.320 -2.347 0.200
H 0.316 -2.821 -0.100
H 1.561 -0.658 -1.311
H 1.714 0.425 -0.115
H -0.888 -0.768 1.945
H 0.321 1.778 1.010
H -0.816 1.593 2.247
O 0.173 2.490 -1.371
H 0.183 1.515 -1.258
H -0.696 2.712 -1.719
*
```



*C*
Here is a cluster of 2 separate species, C3H10N2O in total from the OMol25 dataset. Energies are from wB97M-V/def2-TZVPD.

Computed properties:
- Gap between HOMO and LUMO: 4.3808 eV
- E_HOMO: -7.6 eV

```
! RIJCOSX wB97M-V def2-TZVPD def2/J DEFGRID3
* xyz 0 1
C 0.928 1.346 1.199
C 1.092 0.161 0.296
C 0.238 0.086 -0.879
N -1.200 0.040 -0.563
N 1.312 -1.140 0.950
H 0.676 2.160 0.504
H 1.856 1.629 1.716
H 0.071 1.411 1.891
H 0.388 0.917 -1.585
H 0.417 -0.853 -1.457
H -1.331 -0.252 0.398
H 2.269 -1.035 1.323
H 0.786 -0.847 1.793
H -2.731 -1.929 -2.408
H -1.762 -0.550 -1.256
O -3.010 -1.144 -1.923
*
```



Which structure wins on stability? *A* wins.



*A*
Here is a cluster of 2 separate species, CH6NS in total from the OMol25 dataset. Energies are from wB97M-V/def2-TZVPD.

Computed properties:
- Gap between HOMO and LUMO: 6.0664 eV
- E_HOMO: -2.0 eV

```
! RIJCOSX wB97M-V def2-TZVPD def2/J DEFGRID3
* xyz -1 1
N -0.906 -1.557 -2.863
H -0.525 -0.758 -2.455
H -0.911 -2.191 -2.064
H -0.006 -1.813 -3.279
C -0.703 0.669 0.906
S 0.968 0.593 1.262
H -1.484 -0.172 0.969
H -1.063 1.515 1.439
H -0.933 0.825 -0.194
*
```



*B*
Here is a cluster of 2 separate species, CH6NS in total from the OMol25 dataset. Energies are from wB97M-V/def2-TZVPD.

Computed properties:
- Gap between HOMO and LUMO: 6.7661 eV
- E_HOMO: -2.3 eV

```
! RIJCOSX wB97M-V def2-TZVPD def2/J DEFGRID3
* xyz -1 1
N 0.570 0.883 1.533
H -0.397 0.931 1.069
H 1.377 0.948 0.950
H 0.546 0.007 1.933
C -0.303 -0.554 -1.158
S -1.783 0.468 -0.664
H -0.528 -1.339 -0.329
H 0.852 -0.412 -1.172
H -0.333 -0.933 -2.162
*
```



*C*
Here is a cluster of 2 separate species, CH6NS in total from the OMol25 dataset. Energies are from wB97M-V/def2-TZVPD.

Computed properties:
- Gap between HOMO and LUMO: 6.6946 eV
- E_HOMO: -2.2 eV

```
! RIJCOSX wB97M-V def2-TZVPD def2/J DEFGRID3
* xyz -1 1
N -2.578 0.256 0.776
H -2.644 0.305 -0.234
H -2.807 -0.684 1.095
H -1.560 0.188 0.871
C 1.587 0.436 0.644
S 0.680 -0.365 -0.850
H 0.917 1.148 1.068
H 1.761 -0.357 1.373
H 2.525 0.774 0.215
*
```



Which structure wins on stability? *C* wins.